Computed, not measured: a molecular structure, C15H32NO3P2V, with ωB97M-V with the def2-TZVPD basis set.

```
54
Properties=species:S:1:pos:R:3:nbo_charge:R:1
V -0.42885 -0.08051 0.28643 1.47
P -2.64556 0.45065 -0.10564 0.90
C -2.46543 1.15840 -1.77970 -0.76
C -1.06215 1.27802 -2.29408 0.28
N -0.04801 0.86143 -1.52305 -0.58
C 1.22342 1.07118 -1.91960 0.23
C 1.49318 1.77091 -3.09101 -0.22
C 0.44886 2.19155 -3.91074 -0.08
C -0.84888 1.89243 -3.52191 -0.22
C 2.33783 0.68885 -0.96787 -0.76
P 2.69868 -1.06402 -0.53445 1.25
H -1.71737 2.16086 -4.11853 0.26
H 2.53109 2.00245 -3.31931 0.25
H 0.64485 2.75226 -4.82108 0.26
H 3.27885 1.00887 -1.44468 0.29
H 2.22569 1.25479 -0.02185 0.30
H -3.01479 0.55313 -2.49329 0.28
H -2.90957 2.16778 -1.71478 0.28
H -0.58318 -2.60168 -4.88154 0.46
O -0.95046 -3.46048 -4.64971 -0.92
H -1.77763 -3.24527 -4.19356 0.46
H 1.63058 -2.00641 -0.50399 0.11
O -0.31519 -1.94758 0.08586 -1.10
H -0.42748 -2.65845 0.74445 0.51
C 3.68896 -1.82950 -1.80832 -0.95
H 4.40153 -1.11068 -2.22781 0.27
H 4.19501 -2.69131 -1.35623 0.29
H 2.99238 -2.18039 -2.58300 0.28
C 3.51087 -0.99373 1.07066 -0.96
H 3.09555 -1.78078 1.71217 0.29
H 4.58972 -1.15260 0.94526 0.29
H 3.33561 -0.02245 1.55491 0.28
C -3.60666 1.68908 0.79070 -0.93
H -4.67753 1.50876 0.63186 0.27
H -3.37577 1.63270 1.86338 0.27
H -3.32647 2.68512 0.42045 0.26
C -3.64437 -1.05097 -0.30424 -0.93
H -4.05969 -1.32061 0.67697 0.27
H -4.45478 -0.86340 -1.02190 0.26
H -3.00315 -1.88032 -0.64245 0.27
C -1.18727 0.93434 3.62858 -0.62
C 0.13128 0.28116 3.23108 0.23
C 1.28079 0.91338 4.00390 -0.61
C 0.07951 -1.20966 3.54296 -0.62
O 0.37657 0.49142 1.83253 -0.83
H -1.31887 0.86919 4.71599 0.25
H -2.04055 0.42577 3.15938 0.19
H -1.20910 1.99149 3.33724 0.22
H 1.11608 0.77826 5.07785 0.24
H 2.23634 0.44268 3.74853 0.20
H 1.35793 1.98596 3.79951 0.23
H -0.77261 -1.68980 3.04656 0.20
H 1.00539 -1.70190 3.22306 0.20
H -0.03522 -1.35036 4.62407 0.25
```

Results
HOMO level (alpha / beta)   -15.11 / -15.96 eV
E   -2497.46672 Ha
2S+1   3
Net charge   +2
Relative energy (zero: lowest compared OMol25 entry of this formula, charge and spin)   0.0 kcal/mol

=====

Computed, not measured: 12 unconnected molecules or ions with the total composition C31H57F3N4O33S5, with ωB97M-V with the def2-TZVPD basis set.

```
133
Properties=species:S:1:pos:R:3:lowdin_charge:R:1
C -14.87981 -11.50938 4.64762 0.03
C -14.03124 -12.25466 3.60824 -0.56
O -13.34702 -11.71827 2.80753 0.06
N -13.99458 -13.58210 3.80060 0.04
C -13.34040 -14.51217 2.90428 -0.04
H -15.37737 -12.09367 5.42166 0.06
H -15.76317 -11.09095 4.16524 0.07
H -14.35778 -10.68067 5.12598 0.06
H -14.30972 -14.00985 4.65956 0.13
H -14.12184 -15.12918 2.46072 0.07
H -12.83985 -15.24464 3.53756 0.09
H -12.67746 -13.95020 2.24641 0.08
C -13.29603 -17.30415 -0.27044 0.02
C -12.07798 -17.78300 0.45853 -0.50
O -12.20596 -18.50937 1.45575 0.01
N -10.88958 -17.26334 0.07454 0.03
C -9.68400 -17.70330 0.77543 -0.07
H -13.37479 -16.22578 -0.13256 0.08
H -14.17280 -17.81786 0.12388 0.09
H -13.21885 -17.64238 -1.30375 0.09
H -10.76884 -16.74466 -0.78365 0.13
H -9.38903 -18.72473 0.53505 0.09
H -9.73855 -17.55640 1.85411 0.08
H -8.83820 -17.03987 0.59492 0.08
C -14.96105 -9.91937 9.52486 0.02
C -16.13342 -10.08997 8.51435 -0.51
O -16.67744 -11.18927 8.39138 0.01
N -16.46113 -8.96687 7.83403 0.02
C -17.45563 -8.90878 6.78332 -0.06
H -14.15052 -9.28647 9.16351 0.07
H -14.65447 -10.86772 9.96614 0.06
H -15.41127 -9.41695 10.38100 0.08
H -15.82675 -8.21182 8.05213 0.10
H -18.49884 -8.89225 7.09879 0.09
H -17.23037 -9.72165 6.09296 0.07
H -17.36397 -7.95629 6.26132 0.08
C -14.78269 -18.70656 3.53161 0.00
C -14.85678 -20.10032 2.87568 -0.54
O -15.66542 -20.94761 3.31401 -0.01
N -14.09806 -20.26420 1.81745 0.01
C -14.16793 -21.47037 0.99068 -0.06
H -15.73889 -18.18352 3.54603 0.06
H -14.04536 -18.05557 3.06185 0.05
H -14.52829 -18.79627 4.58771 0.08
H -13.30203 -19.66581 1.64904 0.04
H -13.21957 -21.72134 0.51557 0.08
H -14.90028 -21.31759 0.19795 0.08
H -14.50006 -22.28109 1.63916 0.08
C -9.15298 -9.30063 7.82609 -0.06
C -8.75416 -10.75528 7.69240 -0.32
O -9.93052 -11.33910 7.21910 0.15
C -10.96454 -10.56006 7.29118 -0.54
O -12.13132 -10.84145 7.03691 0.13
O -10.52544 -9.35013 7.67282 0.09
F -8.39113 -11.21195 8.87753 0.11
H -8.71788 -8.74880 6.99286 0.14
H -8.88925 -8.81082 8.76345 0.15
H -7.89187 -10.98015 7.06471 0.18
C -11.52814 -12.16283 -0.16745 -0.09
C -10.44445 -13.16350 0.21693 -0.33
O -9.37310 -12.62763 -0.46054 0.18
C -9.57692 -11.32343 -0.63151 -0.52
O -8.75479 -10.46755 -0.98730 0.13
O -10.82348 -10.98117 -0.28921 0.08
F -10.83055 -14.32577 -0.31276 0.09
H -12.33482 -12.07303 0.56009 0.11
H -11.92694 -12.45939 -1.13755 0.15
H -10.40814 -13.14381 1.30614 0.17
C -19.25120 -14.41865 4.76153 -0.03
C -18.41313 -13.69399 5.71738 -0.27
O -17.12183 -14.18135 5.28901 0.11
C -17.18659 -15.40870 4.79499 -0.57
O -16.25795 -16.17426 4.58937 0.15
O -18.44980 -15.60817 4.57740 0.11
F -18.53196 -14.01696 7.03979 0.07
H -19.22600 -13.85612 3.82824 0.14
H -20.29434 -14.55871 5.04497 0.16
H -18.57150 -12.61602 5.68562 0.17
C -11.05715 -14.02755 5.74017 -0.17
C -9.94239 -14.66621 6.58355 -0.19
O -9.15401 -15.27726 5.63137 -0.19
S -9.02667 -14.32595 4.26535 0.78
O -8.84708 -15.21917 3.11045 -0.26
O -8.10846 -13.13236 4.42625 -0.28
O -10.62211 -13.93047 4.38856 -0.21
H -11.38511 -13.04251 6.07220 0.11
H -11.91065 -14.70200 5.80919 0.11
H -10.14277 -15.48845 7.27048 0.14
H -9.42051 -13.82005 7.03047 0.11
C -15.62119 -14.76746 8.77703 -0.20
C -14.54298 -13.67305 8.64875 -0.19
O -13.32818 -14.31877 8.47969 -0.20
S -13.41812 -15.93463 8.57113 0.76
O -13.43299 -16.40546 9.95918 -0.24
O -12.52999 -16.55821 7.56307 -0.24
O -15.01194 -15.83574 8.15514 -0.19
H -16.55488 -14.45939 8.30648 0.12
H -15.80750 -14.87660 9.84543 0.13
H -14.49126 -13.11859 9.58577 0.12
H -14.86235 -13.00393 7.84976 0.11
C -17.95436 -11.69909 -0.66436 -0.18
C -17.95884 -11.47575 0.85476 -0.14
O -17.05357 -12.47438 1.41218 -0.24
S -16.02608 -13.08439 0.23718 0.76
O -15.65923 -14.47212 0.47532 -0.23
O -14.93789 -12.06928 0.09721 -0.28
O -17.17810 -12.84257 -0.91016 -0.20
H -17.52354 -10.77338 -1.04588 0.12
H -18.93541 -11.93873 -1.07450 0.14
H -18.92383 -11.79921 1.24499 0.12
H -17.64344 -10.46353 1.10781 0.12
C -14.18102 -7.68177 5.02986 -0.19
C -12.95899 -6.72279 4.79923 -0.18
O -13.00973 -5.70840 5.72147 -0.19
S -14.43957 -5.71973 6.58471 0.77
O -15.27317 -4.53521 6.46996 -0.22
O -14.22714 -6.32269 7.91238 -0.27
O -15.12263 -6.94808 5.69975 -0.21
H -13.84379 -8.49499 5.67255 0.11
H -14.53293 -8.15814 4.11480 0.12
H -12.98799 -6.15446 3.86957 0.13
H -11.96985 -7.13304 5.00267 0.14
C -13.64864 -8.62331 1.30355 -0.18
C -13.45496 -8.68701 -0.25946 -0.13
O -14.15328 -7.51083 -0.71663 -0.22
S -15.52014 -7.21455 0.21272 0.71
O -16.62128 -8.03161 -0.26148 -0.26
O -15.68341 -5.80244 0.30851 -0.21
O -14.79456 -7.86503 1.54309 -0.22
H -12.73521 -8.23383 1.75306 0.13
H -13.86108 -9.63505 1.64901 0.10
H -13.92556 -9.50434 -0.80591 0.12
H -12.38982 -8.52909 -0.42869 0.13
```

Results
HOMO level   -8.33 eV
E   -6207.75754 Ha
Net charge   0
SMILES string   O=C1OC[C@@H](F)O1.O=C1OC[C@@H](F)O1.O=C1OC[C@@H](F)O1.O=S1(=O)OCCO1.O=S1(=O)OCCO1.O=S1(=O)OCCO1.O=S1(=O)OCCO1.O=S1(=O)OCCO1.CNC(C)=O.CNC(C)=O.CNC(C)=O.CNC(C)=O

=====

Q: Which of these has the highest E?
A: C15H32NO3P2V